A 2-piece molecular cluster, H3N2OS overall at a distorted geometry, computed with ωB97M-V with the def2-TZVPD basis set.

Output
* net charge: -1
* Kohn-Sham gap (spin up / spin down): 6.542 / 6.541 eV
* total energy: -584.6615 a.u.
* lowest unoccupied orbital energy (spin up / spin down): 4.3 / 4.3 eV
* energy relative to the best compared isomer or geometry (same formula, charge and spin): 1.871 eV
* strongest force on any atom: 3.1 eV/Å

Bonds (Å) are listed after each position.
Positions of all 7 atoms, in Å:
1 N 0.305 -0.450 -1.122  N2 1.283, O3 1.249, H5 0.999
2 N 0.377 0.430 -0.191  N1 1.283, H6 1.009
3 O -0.037 -0.320 -2.316  N1 1.249
4 S -1.176 0.527 2.200  H7 1.360
5 H 0.430 -1.361 -0.732  N1 0.999
6 H 0.276 1.305 -0.684  N2 1.009
7 H -0.176 -0.132 2.845  S4 1.360